# C5H13NO

A 2-piece molecular cluster, C5H13NO overall at a distorted geometry (ωB97M-V/def2-TZVPD, OMol25).

Element x y z (Å)
C (1.43605, 0.02370, 2.77289)
C (0.33197, -0.52080, 1.85179)
C (0.16852, 0.21796, 0.55891)
C (-1.06843, 0.45496, 0.06260)
N (-1.44424, 0.29267, -1.27576)
C (-1.51155, -0.97909, -1.97440)
H (0.96397, 0.49082, 3.63996)
H (2.12968, -0.75829, 3.08119)
H (1.95175, 0.88879, 2.31927)
H (-0.55706, -0.67895, 2.51070)
H (0.53463, -1.58332, 1.69091)
H (1.11277, 0.53358, 0.13381)
H (-1.87264, 0.26301, 0.78781)
H (-1.96833, 1.08666, -1.60974)
H (-2.48894, -1.48215, -1.94398)
H (-0.76648, -1.59459, -1.48565)
H (-1.34397, -0.75861, -3.03030)
H (0.84498, 1.08311, -2.27823)
H (2.02947, 1.92169, -2.83934)
O (1.51786, 1.09886, -2.97245)

Summary:
Structure (SMILES) = CC/C=C/NC.O
Lowest unoccupied orbital energy = 1.001 eV
Frontier orbital gap = 9.43 eV
Relative energy (zero: lowest compared OMol25 entry of this formula, charge and spin) = 61.3 kcal/mol
Charge = 0
HOMO energy = -8.4 eV

***

# C4H7N3

One molecule with the formula C4H7N3 (ωB97M-V/def2-TZVPD, OMol25).

Element x y z (Å)
C (-1.37691, -1.28778, -0.99931)
N (-0.04468, -1.54387, -0.49417)
C (0.56343, -0.75521, 0.39708)
N (1.61928, -0.58954, 1.06732)
N (1.18976, 1.95885, -0.46922)
C (0.67483, 1.78084, 0.67848)
C (0.47404, 0.41384, 1.23664)
H (-1.76189, -0.38826, -0.51432)
H (-1.36768, -1.12022, -2.08061)
H (-2.05177, -2.12025, -0.77144)
H (0.50723, -2.28025, -0.90827)
H (1.28514, 2.95705, -0.65959)
H (0.36089, 2.60489, 1.33547)
H (-0.07167, 0.36991, 2.18193)

Summary:
Structure (SMILES) = [H]/N=C/[C@@H]1N=C1NC
Lowest unoccupied orbital energy = 0.934 eV
Frontier orbital gap = 9.96 eV
Relative energy (zero: lowest compared OMol25 entry of this formula, charge and spin) = 48.4 kcal/mol
Charge = 0
HOMO energy = -9.0 eV

***

# C5H7N

One molecule with the formula C5H7N at a distorted geometry (ωB97M-V/def2-TZVPD, OMol25).

Element x y z (Å)
C (-0.74608, -1.40336, -0.49230)
C (-1.05522, -0.16549, -0.42196)
C (2.52824, -0.06733, 0.49703)
C (0.25535, -0.64461, 0.32768)
C (-1.69764, 1.14752, -0.50076)
N (1.43466, -0.15184, -0.12884)
H (-0.97289, -2.46464, -0.71614)
H (3.46299, 0.40141, 0.19711)
H (2.59187, -0.35460, 1.49825)
H (0.01826, -0.71540, 1.46795)
H (-2.73128, 1.14961, -1.11455)
H (-1.12934, 1.83714, -1.06350)
H (-1.95892, 1.43161, 0.45004)

Summary:
Structure (SMILES) = C=N[C@@H]1C=C1C
Lowest unoccupied orbital energy = 1.130 eV
Frontier orbital gap = 9.83 eV
Relative energy (zero: lowest compared OMol25 entry of this formula, charge and spin) = 92.5 kcal/mol
Charge = 0
HOMO energy = -8.7 eV

***

# C12H30F2N3O8S2Sn

C12H30F2N3O8S2Sn as an isolated structure at a distorted geometry (ωB97M-V/def2-TZVPD, OMol25).

Element x y z (Å)
Sn (-0.38160, -0.90601, -0.31316)
N (-0.33122, 1.11283, 1.73885)
S (-1.16542, 2.37781, 2.16037)
O (-0.50904, 3.65683, 2.08397)
O (-2.07549, 2.20169, 3.26352)
F (-2.18423, 2.29876, 0.90165)
S (0.45878, 0.97179, 3.25622)
O (-0.07899, 0.00098, 4.17119)
O (1.05913, 2.13227, 3.83894)
F (1.73277, 0.18494, 2.64952)
C (0.07945, 1.27855, -6.43261)
O (-0.13380, 1.31080, -5.01454)
C (-0.23529, 2.63986, -4.50422)
C (-0.30908, 2.65860, -2.97960)
N (0.85752, 2.01646, -2.37086)
C (0.92981, 2.27477, -0.91607)
C (2.28447, 1.79721, -0.37957)
O (2.48268, 0.39997, -0.66056)
C (3.85872, 0.02896, -0.57519)
H (-0.17553, 0.27478, -6.76034)
H (1.14088, 1.48365, -6.58870)
H (-0.53038, 2.03254, -6.93145)
H (-1.01440, 3.26443, -4.94399)
H (0.74357, 3.05386, -4.77864)
H (-1.19092, 2.08931, -2.67381)
H (-0.41862, 3.68688, -2.62175)
H (1.72724, 2.44511, -2.67208)
H (0.06450, 1.95300, -0.33283)
H (0.93149, 3.34947, -0.68920)
H (2.30035, 1.78912, 0.71576)
H (3.07329, 2.51178, -0.62469)
H (4.10464, 0.04302, 0.49516)
H (4.56557, 0.75681, -0.97338)
H (3.93359, -0.99411, -0.92989)
C (-4.29057, -1.54941, -0.30607)
O (-3.22800, -0.99064, 0.44393)
C (-3.32387, -1.20982, 1.84541)
C (-2.56856, -2.47373, 2.28120)
N (-1.14767, -2.07358, 2.39263)
C (-0.33034, -3.26531, 2.63298)
C (1.13328, -2.84557, 2.69783)
O (1.51710, -2.37978, 1.41206)
C (2.85964, -2.72738, 1.08123)
H (-4.57019, -2.56799, -0.02415)
H (-3.96633, -1.55934, -1.34566)
H (-5.19443, -0.94786, -0.19092)
H (-4.38294, -1.29829, 2.10531)
H (-3.03634, -0.31754, 2.40481)
H (-2.69167, -3.25156, 1.52912)
H (-2.87357, -2.76810, 3.28739)
H (-1.10304, -1.47474, 3.21565)
H (-0.51834, -3.98823, 1.83882)
H (-0.61720, -3.77143, 3.56003)
H (1.64847, -3.80069, 2.87711)
H (1.46424, -2.31624, 3.59392)
H (2.83830, -3.81245, 0.93974)
H (3.53209, -2.54778, 1.92230)
H (3.25548, -2.23922, 0.19727)

Summary:
Lowest unoccupied orbital energy = -5.715 eV
Frontier orbital gap = 6.20 eV
Relative energy (zero: lowest compared OMol25 entry of this formula, charge and spin) = 53.0 kcal/mol
Charge = +1
HOMO energy = -11.9 eV

***

# C46H70Cl2F21NO25P3

A 8-piece molecular cluster, C46H70Cl2F21NO25P3 overall at a distorted geometry (ωB97M-V/def2-TZVPD, OMol25).

Element x y z (Å)
C (-4.01107, -6.19788, -5.79399)
C (-3.31966, -5.32481, -6.85244)
C (-2.32922, -4.29051, -6.23830)
C (-2.72449, -2.83371, -6.58680)
C (-2.27500, -1.83622, -5.48335)
C (-1.07632, -0.95334, -5.89606)
C (-0.36897, -0.41472, -4.62332)
C (0.81205, 0.45820, -5.10475)
C (2.03454, 0.40334, -4.14838)
O (2.66796, 1.69397, -4.15675)
C (3.11104, 2.09573, -2.94179)
C (3.12998, 3.60310, -2.76514)
O (3.50363, 1.35835, -2.06756)
O (-1.38311, 0.24058, -3.91082)
C (-1.05694, 0.67287, -2.59656)
P (-0.76649, -0.88764, -1.56768)
P (-1.56441, -0.94571, 0.45421)
O (-1.07402, 0.05298, 1.38850)
O (-0.99082, -2.38693, 1.01936)
O (-3.16537, -1.18145, 0.49488)
C (-2.18612, 1.66911, -2.13907)
C (-3.47902, 0.78083, -2.18539)
C (-2.38035, 2.65500, -3.34762)
Cl (-0.81590, 3.27673, -4.06415)
C (-3.26204, 3.92219, -3.14746)
C (-4.65899, 3.72112, -2.55521)
Cl (-2.40448, 5.36681, -2.46874)
N (-1.87571, 2.20068, -0.84192)
C (-2.99444, 2.70310, 0.01712)
O (-3.26738, 3.91940, 0.08214)
O (-3.59371, 1.84708, 0.68097)
P (-0.40269, 2.79263, -0.36879)
O (-0.51602, 3.25254, 1.02656)
O (0.19987, 4.03380, -1.19902)
O (0.75114, 1.66504, -0.36340)
H (-3.26846, -6.79652, -5.25828)
H (-4.68113, -6.88930, -6.31807)
H (-4.61235, -5.61720, -5.08925)
H (-2.73504, -5.98519, -7.50263)
H (-4.07966, -4.83525, -7.46917)
H (-1.33383, -4.45416, -6.66448)
H (-2.30012, -4.46265, -5.15943)
H (-3.81203, -2.78348, -6.69634)
H (-2.25192, -2.52166, -7.52378)
H (-2.05453, -2.33179, -4.53149)
H (-3.11834, -1.16544, -5.29029)
H (-1.48571, -0.07135, -6.40739)
H (-0.36245, -1.46551, -6.54583)
H (0.06570, -1.31680, -4.15978)
H (1.17090, -0.01385, -6.02757)
H (0.54344, 1.47757, -5.37470)
H (1.72748, 0.08343, -3.14981)
H (2.75730, -0.33841, -4.50366)
H (2.23794, 4.03907, -3.21992)
H (3.99732, 4.01693, -3.29530)
H (3.23192, 3.87209, -1.71763)
H (-0.08349, 1.17990, -2.67141)
H (0.61858, -0.87215, -1.27641)
H (-1.73237, -2.97223, 1.21245)
H (-3.39238, -1.70335, -0.29074)
H (-3.27085, -0.25617, -2.46489)
H (-4.19009, 1.15018, -2.92840)
H (-4.02192, 0.78649, -1.23484)
H (-2.82721, 2.13428, -4.19059)
H (-3.44303, 4.26437, -4.16779)
H (-4.76836, 2.97684, -1.77064)
H (-5.32276, 3.42227, -3.37888)
H (-5.04177, 4.68027, -2.22079)
H (0.65076, 4.58199, -0.54682)
H (1.18595, 1.72305, 0.49506)
C (-9.81937, 5.97213, 1.76534)
C (-10.37111, 6.34893, 0.40682)
O (-9.33113, 6.35108, -0.58412)
C (-9.04273, 5.17219, -1.12617)
O (-9.57074, 4.13532, -0.85974)
C (-7.94890, 5.33996, -2.18869)
F (-6.97685, 6.15713, -1.77848)
F (-8.45405, 5.86666, -3.31929)
F (-7.39274, 4.17463, -2.50265)
H (-8.99318, 6.62947, 2.03746)
H (-10.59590, 6.04642, 2.52677)
H (-9.43289, 4.95314, 1.76192)
H (-10.76778, 7.36270, 0.43188)
H (-11.18488, 5.68890, 0.10738)
C (-0.23724, 6.43771, -8.72331)
C (-1.70503, 6.58014, -9.06498)
O (-2.39499, 5.33214, -8.88619)
C (-2.79687, 5.06833, -7.64476)
O (-2.63187, 5.76920, -6.69545)
C (-3.55228, 3.73440, -7.61077)
F (-2.94411, 2.78907, -8.33960)
F (-4.79342, 3.87032, -8.10406)
F (-3.65968, 3.27280, -6.37022)
H (0.21335, 5.63189, -9.30418)
H (0.29550, 7.36510, -8.93297)
H (-0.10329, 6.19106, -7.66989)
H (-1.82168, 6.84311, -10.11517)
H (-2.17784, 7.36718, -8.47844)
C (2.18798, -1.83109, 3.49061)
C (3.64388, -2.13923, 3.20300)
O (3.84176, -3.56362, 3.05605)
C (3.59201, -4.07012, 1.85876)
O (3.22328, -3.46644, 0.89803)
C (3.89335, -5.57465, 1.86349)
F (3.43147, -6.18193, 2.97082)
F (5.21425, -5.80389, 1.81285)
F (3.34780, -6.19610, 0.81984)
H (1.84325, -2.39041, 4.36228)
H (2.04711, -0.77167, 3.67567)
H (1.55260, -2.12058, 2.65263)
H (4.25513, -1.83127, 4.03317)
H (4.00107, -1.60544, 2.32218)
C (4.49870, -9.48871, 3.66065)
C (3.16086, -8.95546, 4.12308)
O (2.20722, -10.02832, 4.27899)
C (2.24521, -10.67865, 5.43063)
O (2.99108, -10.45824, 6.33854)
C (1.14740, -11.75124, 5.45963)
F (1.07242, -12.42169, 4.30350)
F (-0.05323, -11.19669, 5.67943)
F (1.36080, -12.64354, 6.42544)
H (4.38059, -10.07283, 2.74622)
H (5.19147, -8.67623, 3.47161)
H (4.93656, -10.14934, 4.40917)
H (2.75031, -8.28848, 3.37341)
H (3.25442, -8.38571, 5.04690)
C (7.55627, -6.80325, 8.83604)
C (8.78006, -6.89099, 7.94963)
O (8.51112, -7.68854, 6.78306)
C (7.93075, -7.05685, 5.76924)
O (7.61992, -5.90526, 5.74895)
C (7.75062, -8.02097, 4.59052)
F (7.31006, -9.22674, 4.98029)
F (8.90804, -8.22687, 3.94573)
F (6.88223, -7.55511, 3.69190)
H (7.19910, -7.80096, 9.09362)
H (7.78766, -6.26303, 9.75366)
H (6.74063, -6.28935, 8.32724)
H (9.58988, -7.39103, 8.47787)
H (9.13977, -5.90318, 7.66388)
C (4.14156, 1.36531, 9.74501)
C (5.35365, 1.29872, 8.84076)
O (5.06154, 0.55288, 7.64697)
C (4.47635, 1.23468, 6.66629)
O (4.18095, 2.38903, 6.69955)
C (4.26996, 0.32408, 5.44959)
F (3.81343, -0.89588, 5.80004)
F (5.42027, 0.13593, 4.78207)
F (3.40199, 0.83503, 4.58865)
H (3.77508, 0.36223, 9.96647)
H (4.39034, 1.86522, 10.68086)
H (3.32660, 1.90906, 9.26730)
H (6.16350, 0.76806, 9.33860)
H (5.72204, 2.29308, 8.59094)
C (-1.80931, 6.55353, 2.13246)
C (-0.31540, 6.72314, 1.98859)
O (0.09036, 8.08490, 2.28858)
C (0.28410, 8.37533, 3.56041)
O (0.15879, 7.63015, 4.48693)
C (0.74959, 9.83284, 3.69191)
F (0.04863, 10.66025, 2.90575)
F (2.04205, 9.95655, 3.34584)
F (0.62856, 10.27840, 4.94332)
H (-2.32823, 7.28640, 1.51186)
H (-2.11933, 5.55111, 1.82838)
H (-2.13220, 6.71709, 3.16238)
H (-0.02634, 6.54075, 0.95548)
H (0.23334, 6.01623, 2.60859)

Summary:
Lowest unoccupied orbital energy = 1.595 eV
Frontier orbital gap = 6.37 eV
Charge = -1
HOMO energy = -4.8 eV

***

# C27H23F4IO3

A 5-piece molecular cluster, C27H23F4IO3 overall at a distorted geometry (ωB97M-V/def2-TZVPD, OMol25).

Element x y z (Å)
O (2.93995, 0.15966, 1.93243)
C (3.24496, -0.69272, 1.15660)
O (3.89119, -1.85975, 1.41130)
C (4.93117, -1.81619, 0.42772)
C (4.07823, -1.39042, -0.79185)
I (3.06317, -3.16048, -1.52157)
O (3.04212, -0.61610, -0.19317)
H (5.76625, -1.16596, 0.69504)
H (5.27529, -2.81411, 0.20303)
H (4.58095, -0.78190, -1.52650)
F (0.81368, -3.09112, -3.85861)
C (-0.32634, -2.37308, -3.87447)
C (-1.36998, -2.75399, -3.05528)
C (-2.53941, -2.00869, -3.06787)
C (-2.65337, -0.90447, -3.90139)
C (-1.59369, -0.54079, -4.72063)
C (-0.41711, -1.27545, -4.70613)
H (-1.26309, -3.62145, -2.41765)
H (-3.36264, -2.29037, -2.42561)
H (-3.56830, -0.32742, -3.91118)
H (-1.68234, 0.31740, -5.37287)
H (0.42364, -1.00362, -5.33036)
F (-1.74635, -2.69487, 2.53426)
C (-1.60321, -1.41876, 2.12028)
C (-2.73122, -0.67057, 1.85145)
C (-2.58443, 0.64251, 1.43020)
C (-1.31552, 1.18454, 1.27578)
C (-0.19108, 0.41522, 1.54686)
C (-0.33376, -0.89613, 1.97760)
H (-3.71157, -1.11440, 1.97078)
H (-3.46077, 1.24204, 1.22264)
H (-1.20301, 2.20780, 0.94306)
H (0.79519, 0.83362, 1.42292)
H (0.52826, -1.51093, 2.20267)
F (7.11187, 0.02929, 0.81234)
C (7.03334, 1.34298, 0.46776)
C (8.02835, 1.88760, -0.31592)
C (7.94071, 3.22538, -0.67025)
C (6.87110, 3.99396, -0.23069)
C (5.88354, 3.42430, 0.56079)
C (5.95871, 2.08460, 0.91236)
H (8.85647, 1.27184, -0.64119)
H (8.70837, 3.66801, -1.28979)
H (6.80815, 5.03797, -0.50596)
H (5.05226, 4.02266, 0.90684)
H (5.19431, 1.62066, 1.52320)
F (-5.68677, 2.39339, 2.20131)
C (-6.55314, 1.37273, 2.04836)
C (-6.57268, 0.35920, 2.98609)
C (-7.46797, -0.68828, 2.82866)
C (-8.32255, -0.71558, 1.73525)
C (-8.28527, 0.30947, 0.80046)
C (-7.39915, 1.36535, 0.95737)
H (-5.89322, 0.39342, 3.82769)
H (-7.49747, -1.48420, 3.56018)
H (-9.01706, -1.53571, 1.61253)
H (-8.94779, 0.28804, -0.05405)
H (-7.36137, 2.17762, 0.24370)

Summary:
Structure (SMILES) = O=C1OC[C@@H](I)O1.Fc1ccccc1.Fc1ccccc1.Fc1ccccc1.Fc1ccccc1
Lowest unoccupied orbital energy = 0.336 eV
Frontier orbital gap = 9.28 eV
Charge = 0
HOMO energy = -8.9 eV